No. 1
2 unconnected molecules or ions with the total composition C12H16ClF2NO2 in a non-equilibrium geometry. Source: the OMol25 dataset; level of theory: wB97M-V/def2-TZVPD.

The geometry in XYZ format:
```
34
Properties=species:S:1:pos:R:3:mulliken_charge:R:1
C 1.584 3.016 0.399 -0.92
C 3.190 2.796 0.083 0.30
F 3.950 2.687 1.380 -0.32
C 3.516 1.390 -0.732 -0.71
N 2.465 0.307 -0.519 0.28
C 1.696 -0.144 -1.760 -0.08
C 0.525 -1.279 -1.599 -0.52
C 0.157 -1.946 -0.118 0.45
C -1.062 -3.041 -0.100 0.18
O -0.788 -4.340 0.110 -0.46
O -2.431 -2.517 -0.375 -0.25
C -2.870 -1.591 0.681 -0.46
C -3.411 -0.133 0.123 0.04
C -4.856 -0.268 -0.708 -0.95
Cl -2.226 0.730 -1.018 -0.20
C 1.049 -1.450 1.165 -0.36
C 2.217 -0.290 0.881 -0.16
H 0.883 2.799 -0.518 0.22
H 1.331 4.119 0.769 0.33
H 1.234 2.301 1.266 0.27
H 3.526 3.756 -0.536 0.28
H 4.569 1.019 -0.345 0.31
H 3.662 1.658 -1.870 0.34
H 1.891 0.275 -2.846 0.29
H -0.099 -1.612 -2.545 0.30
H -2.056 -1.480 1.544 0.32
H -3.816 -2.104 1.197 0.30
H -3.621 0.589 1.023 0.34
H -4.847 -1.197 -1.422 0.25
H -5.711 -0.297 0.106 0.30
H -4.979 0.742 -1.321 0.31
H 0.842 -1.880 2.236 0.43
H 2.896 0.163 1.739 0.43
F 1.589 -2.778 3.627 -0.87
```

- LUMO level (hartree) = -0.084
- E (eV) = -36232.19647
- Kohn-Sham gap (eV) = 5.20
- strongest force on any atom (eV/A) = 9.605
- multiplicity = 1



No. 2
F2HPS2 in the gas phase in a non-equilibrium geometry. Source: the OMol25 dataset; level of theory: wB97M-V/def2-TZVPD.

The geometry in XYZ format:
```
6
Properties=species:S:1:pos:R:3:mulliken_charge:R:1
F -1.391 1.139 -0.788 -0.22
P -0.501 0.059 0.016 0.68
F -1.066 -1.133 -0.793 -0.17
S -0.681 0.023 1.920 -0.27
S 1.684 0.223 -0.770 -0.22
H 1.956 -0.311 0.414 0.20
```

- LUMO level (hartree) = -0.023
- energy relative to the best compared isomer or geometry (same formula, charge and spin) (kcal per mole) = 0.0
- E (eV) = -36412.85462
- SMILES string = FP(F)(=S)S
- Kohn-Sham gap (eV) = 9.52
- strongest force on any atom (eV/A) = 2.957
- multiplicity = 1



No. 3
3 unconnected molecules or ions with the total composition C3H8FN2O2 in a non-equilibrium geometry. Source: the OMol25 dataset; level of theory: wB97M-V/def2-TZVPD.

The geometry in XYZ format:
```
16
Properties=species:S:1:pos:R:3:mulliken_charge:R:1
C -0.176 0.167 -0.506 -0.36
H -1.216 -0.512 1.219 0.14
F 0.801 1.894 -0.357 -0.50
C -1.416 -0.420 0.134 0.64
H -0.304 0.419 -1.566 0.06
N 1.052 -0.567 -0.358 0.34
O 1.106 -1.646 -1.074 -0.68
O 1.530 -0.714 0.828 -0.63
N -1.675 -1.719 -0.490 -0.67
H -2.536 -2.122 -0.132 0.23
H -0.910 -2.343 -0.230 0.27
C -2.630 0.492 -0.024 -1.37
H -2.396 1.491 0.370 0.31
H -2.911 0.575 -1.084 0.35
H -3.495 0.095 0.533 0.37
H 1.710 0.970 -0.407 0.50
```

- LUMO level (alpha / beta) (hartree) = 0.148 / 0.145
- energy relative to the best compared isomer or geometry (same formula, charge and spin) (kcal per mole) = 98.4
- E (eV) = -13027.16379
- Kohn-Sham gap (alpha / beta) (eV) = 6.80 / 6.68
- strongest force on any atom (eV/A) = 4.191
- net charge = -1
- multiplicity = 1



No. 4
2 unconnected molecules or ions with the total composition C4H10NO3 in a non-equilibrium geometry. Source: the OMol25 dataset; level of theory: wB97M-V/def2-TZVPD.

The geometry in XYZ format:
```
18
Properties=species:S:1:pos:R:3:mulliken_charge:R:1
O -2.824 -1.209 -0.146 -0.50
C -1.728 -1.689 -0.281 -0.12
C -0.483 -0.984 -0.827 0.26
C 0.016 -0.173 0.362 -0.62
C 1.563 -0.015 0.358 -0.28
O 1.987 1.022 1.148 -0.90
N -0.734 -0.412 -2.152 -0.67
H -1.496 -2.744 -0.010 0.31
H 0.267 -1.774 -1.017 0.18
H -0.157 -0.565 1.375 0.25
H -0.364 0.853 0.403 0.27
H 2.205 -0.868 0.715 0.22
H 1.961 0.127 -0.710 0.13
H 0.124 0.095 -2.368 0.31
H -1.508 0.240 -2.139 0.27
H -0.043 2.742 2.388 0.28
H 0.955 2.319 1.372 0.35
O 0.258 3.036 1.531 -0.74
```

- LUMO level (hartree) = 0.135
- energy relative to the best compared isomer or geometry (same formula, charge and spin) (kcal per mole) = 70.8
- E (eV) = -11942.32468
- Kohn-Sham gap (eV) = 6.85
- strongest force on any atom (eV/A) = 2.393
- net charge = -1
- multiplicity = 1



No. 5
C13H24N4O2 in the gas phase. Source: the OMol25 dataset; level of theory: wB97M-V/def2-TZVPD.

The geometry in XYZ format:
```
43
Properties=species:S:1:pos:R:3:mulliken_charge:R:1
C -2.096 4.088 0.104 -1.04
C -0.921 4.739 -0.619 -0.56
C -0.356 3.873 -1.751 -0.22
C 0.760 2.925 -1.295 -1.65
N 0.373 2.022 -0.224 0.28
C -0.333 0.867 -0.474 0.19
N -0.654 0.550 -1.771 -0.41
C -0.654 -0.001 0.536 -0.15
N -1.390 -1.182 0.250 -0.43
C -0.613 -2.292 -0.302 -0.82
C 0.392 -2.888 0.687 -0.46
C 1.278 -3.981 0.083 0.73
C 2.382 -4.354 1.071 -1.61
C 0.472 -5.223 -0.288 -1.48
C -0.336 0.316 1.900 0.54
O -0.645 -0.343 2.877 -0.69
N 0.375 1.508 2.041 -0.04
C 0.784 2.360 1.055 0.42
O 1.452 3.344 1.286 -0.65
H -1.808 3.156 0.584 0.16
H -2.475 4.756 0.873 0.35
H -2.906 3.879 -0.592 0.33
H -1.261 5.688 -1.038 0.40
H -0.127 4.958 0.096 0.28
H 0.081 4.516 -2.518 0.40
H -1.179 3.325 -2.217 0.24
H 1.580 3.524 -0.893 0.53
H 1.136 2.336 -2.136 0.47
H -0.776 1.312 -2.417 0.19
H -1.375 -0.157 -1.810 0.31
H -1.813 -1.489 1.125 0.48
H -0.081 -1.931 -1.187 0.30
H -1.335 -3.050 -0.615 0.31
H -0.146 -3.289 1.549 0.33
H 1.031 -2.078 1.051 0.21
H 1.746 -3.584 -0.826 0.24
H 1.948 -4.745 1.989 0.33
H 2.985 -3.485 1.322 0.38
H 3.034 -5.115 0.648 0.45
H 1.133 -6.004 -0.658 0.43
H -0.054 -5.606 0.584 0.31
H -0.257 -5.004 -1.064 0.36
H 0.651 1.761 2.983 0.25
```

- LUMO level (hartree) = 0.026
- energy relative to the best compared isomer or geometry (same formula, charge and spin) (kcal per mole) = 0.8
- E (eV) = -23927.86702
- SMILES string = CCCCn1c(N)c(NCCC(C)C)c(=O)[nH]c1=O
- Kohn-Sham gap (eV) = 8.61
- strongest force on any atom (eV/A) = 0.773
- multiplicity = 1



No. 6
2 unconnected molecules or ions with the total composition C3H5BrS in a non-equilibrium geometry. Source: the OMol25 dataset; level of theory: wB97M-V/def2-TZVPD.

The geometry in XYZ format:
```
10
Properties=species:S:1:pos:R:3:mulliken_charge:R:1
S -1.622 -2.007 0.109 -0.14
C -1.574 -0.608 -0.725 -0.28
Br -2.482 0.928 0.042 -0.04
H -1.235 -0.293 -1.624 0.45
C 1.064 0.757 -0.129 -0.66
C 1.208 -0.105 0.859 -0.38
H 1.255 1.897 -0.145 0.22
H 0.972 0.277 -1.057 0.36
H 1.051 -1.251 0.911 0.24
H 1.362 0.404 1.758 0.24
```

- LUMO level (hartree) = -0.034
- energy relative to the best compared isomer or geometry (same formula, charge and spin) (kcal per mole) = 50.8
- E (eV) = -84067.07574
- SMILES string = S=CBr.C=C
- Kohn-Sham gap (eV) = 8.39
- strongest force on any atom (eV/A) = 5.417
- multiplicity = 1